This record from OMol25 describes C63H44BrClEuN6O2 as an isolated structure in a non-equilibrium geometry. The level of theory is ωB97M-V/def2-TZVPD.

Its charge is -1. Its HOMO energy (alpha / beta) is -2.77 / -4.73 eV. As for the expectation value of S²: 12.10. For the LUMO energy (alpha / beta), the calculation gives 1.4 / -0.1 eV. The total energy comes out at -180979.239 eV. As for the spin multiplicity: 7. The calculation puts the largest force on an atom at 3.362 eV/A.

The geometry in XYZ format:
```
118
Properties=species:S:1:pos:R:3:lowdin_spin:R:1
Eu -0.0450 -0.2866 0.1435 4.0400
C 0.9833 2.5134 7.4215 0.0001
C 1.2723 1.2659 6.8772 0.0025
C 0.9824 0.9967 5.5473 0.0068
C 0.4119 1.9515 4.7325 0.0204
C 0.0986 3.1995 5.2762 0.0060
C 0.3751 3.4848 6.5997 0.0021
C 0.1216 1.6027 3.3202 0.1734
C -1.1243 0.9840 3.0651 0.0749
C -2.2064 0.9152 4.0363 -0.0298
C -3.2672 0.4147 3.3862 0.0370
C -2.8756 0.1995 2.0069 -0.0210
N -1.5438 0.5384 1.8749 0.1153
C -3.7262 -0.1699 0.9857 0.2322
C -3.4256 -0.0942 -0.4000 -0.0156
C -4.3733 -0.3755 -1.4506 0.0206
C -3.7926 0.0037 -2.6228 -0.0268
C -2.4859 0.4725 -2.2779 0.0350
C -1.5520 1.0735 -3.1917 0.0924
C -2.0843 1.3282 -4.5800 0.0092
C -1.5611 0.6789 -5.6687 0.0046
C -2.0793 0.9334 -6.9243 0.0013
C -3.1353 1.8373 -7.1066 0.0027
C -3.7043 2.4255 -6.0000 0.0012
C -3.1771 2.1827 -4.7369 0.0053
C -0.2630 1.5037 -2.9172 0.0431
N 0.4367 1.3090 -1.7480 0.0743
C 1.6241 1.9474 -1.8946 0.0491
C 2.5929 1.9862 -0.8594 0.3096
C 4.0357 1.9731 -1.1400 0.0210
C 4.8802 1.3446 -0.1963 0.0522
C 6.2444 1.1908 -0.3735 -0.0043
C 6.8601 1.6758 -1.5471 0.0670
C 6.0431 2.2338 -2.4948 0.0000
C 4.6924 2.4227 -2.3137 0.0599
C 2.2363 2.0352 0.4763 0.0372
C 3.0245 2.6435 1.5301 0.0650
C 2.3072 2.6282 2.6659 0.0160
C 1.0634 1.9491 2.3520 0.0901
N 1.0447 1.6536 1.0104 0.1020
C 1.6884 2.5783 -3.1896 0.0445
C 0.4925 2.3289 -3.8132 0.0164
N -2.2651 0.3307 -0.9436 0.0831
C -5.1118 -0.4712 1.3378 0.0285
C -6.1152 0.4157 1.0414 0.0135
C -7.4064 0.1686 1.4464 -0.0005
C -7.7095 -1.0021 2.1190 0.0084
C -6.7046 -1.8920 2.4602 -0.0006
C -5.3806 -1.5985 2.0903 0.0158
H 1.2410 2.7431 8.4359 0.0000
H 1.6815 0.4314 7.4550 0.0003
H 1.1693 0.0075 5.1481 0.0005
H -0.3349 3.9838 4.6448 0.0005
H 0.1008 4.4682 6.9703 0.0002
H -2.0659 1.2339 5.0506 -0.0025
H -4.2548 0.2211 3.8100 0.0029
H -5.3710 -0.7618 -1.3216 0.0019
H -4.2253 -0.0165 -3.6136 -0.0021
H -0.7876 -0.0708 -5.4782 0.0003
H -1.6228 0.4173 -7.7584 0.0001
H -3.5302 2.0361 -8.1077 0.0001
H -4.5472 3.1171 -6.1069 0.0000
H -3.5856 2.6603 -3.8297 0.0007
H 4.4431 0.9309 0.7221 0.0010
H 6.8050 0.6994 0.4373 -0.0014
H 7.9173 1.5099 -1.7539 0.0044
H 6.4899 2.6241 -3.4033 -0.0018
H 4.1455 2.8948 -3.1058 0.0046
H 3.9374 3.1593 1.3503 0.0019
H 2.5213 3.0850 3.6299 -0.0002
H 2.4211 3.2379 -3.5673 0.0028
H 0.1503 2.6773 -4.7670 0.0001
H -5.8728 1.3788 0.5442 0.0001
H -8.1773 0.9176 1.2378 -0.0001
H -8.7499 -1.1845 2.4193 0.0006
H -6.9341 -2.8054 3.0395 -0.0001
H -4.5299 -2.1828 2.3917 0.0005
Br 7.0459 -2.4761 3.0523 0.0000
C 5.2458 -2.0539 2.6046 0.0003
C 4.2587 -2.0761 3.6004 0.0013
C 2.9803 -1.7092 3.2833 0.0000
C 2.6018 -1.3621 1.9460 0.0005
O 1.3743 -1.1282 1.6952 -0.0018
C 3.6227 -1.4149 0.9471 0.0006
C 3.3283 -1.3699 -0.4612 0.0027
N 2.1932 -1.0907 -0.9744 -0.0012
C 2.0362 -1.2480 -2.3606 0.0000
C 2.9961 -0.9863 -3.2761 0.0004
C 2.8488 -1.2648 -4.6522 -0.0001
C 1.7103 -1.8442 -5.1002 0.0002
C 0.6691 -2.1099 -4.2001 0.0000
C -0.5654 -2.6691 -4.6090 0.0011
C -1.5643 -2.8313 -3.7171 0.0005
C -1.3433 -2.4350 -2.3870 0.0012
N -0.2167 -1.9276 -1.9496 -0.0025
C 0.8083 -1.7623 -2.8492 0.0002
C 4.9554 -1.7583 1.3101 0.0012
H 4.5567 -2.4014 4.5991 0.0001
H 2.2222 -1.7177 4.0449 -0.0001
H 4.1599 -1.6277 -1.1121 0.0002
H 3.9245 -0.5342 -2.9443 0.0001
H 3.6366 -1.0252 -5.3281 0.0000
H 1.5557 -2.0660 -6.1627 0.0000
H -0.7106 -2.9470 -5.6434 0.0001
H -2.5435 -3.2079 -4.0001 -0.0001
H -2.1452 -2.5049 -1.6626 0.0000
H 5.6944 -1.8246 0.5087 -0.0001
C -2.2030 -3.7423 2.4020 0.0000
C -0.9988 -3.3111 1.5985 0.0001
C 0.2860 -3.9828 1.9654 0.0000
O -1.0949 -2.4227 0.7471 -0.0022
H -2.1000 -3.0809 3.2937 -0.0001
H -2.1546 -4.7533 2.7884 0.0000
H -3.1344 -3.5784 1.8647 0.0001
H 0.1799 -5.0662 1.7871 0.0000
H 0.4123 -3.8213 3.0353 0.0000
H 1.1428 -3.5623 1.4290 0.0000
Cl -0.5022 -2.1484 5.0016 0.0008
```



This record from OMol25 describes C63H44N8OPTl as an isolated structure in a non-equilibrium geometry. The level of theory is ωB97M-V/def2-TZVPD.

Its charge is -2. Its HOMO energy is -0.83 eV. For the LUMO energy, the calculation gives 4.0 eV. The total energy comes out at -93989.609 eV. The calculation puts the largest force on an atom at 3.724 eV/A.

The geometry in XYZ format:
```
118
Properties=species:S:1:pos:R:3:lowdin_charge:R:1
Tl 0.0009 -0.6684 -1.1093 1.1368
C 1.4368 -6.8645 -5.2610 -0.0943
C 2.4527 -5.8778 -5.4046 -0.1069
C 2.4238 -4.7695 -4.6301 -0.0666
C 1.4427 -4.5790 -3.6590 -0.1940
C 0.3805 -5.4739 -3.4773 -0.0038
C 0.4235 -6.6463 -4.2926 -0.0820
C 1.5061 -3.2707 -2.8866 -0.0872
C 1.2134 -2.1317 -3.5663 -0.2453
C 0.7450 -1.9632 -4.9406 -0.0152
C 0.6240 -0.6877 -5.1998 -0.0208
C 0.8786 0.0910 -3.9716 -0.2714
N 1.2793 -0.8186 -3.0497 0.0212
C 0.7843 1.4432 -3.6987 -0.0967
C 1.6465 1.7891 -2.5470 -0.2178
C 3.0106 1.7973 -2.5650 -0.0534
C 3.4795 1.8511 -1.2405 -0.0282
C 2.3892 1.8657 -0.3791 -0.1992
C 2.4259 1.9951 1.0956 -0.1175
C 2.8600 3.2824 1.6362 -0.1670
C 3.7114 3.4513 2.7815 -0.0532
C 4.0453 4.6897 3.1988 -0.1335
C 3.5616 5.8488 2.5746 -0.1227
C 2.7327 5.7012 1.4721 -0.0997
C 2.4188 4.4360 1.0118 -0.0339
C 1.8505 1.0717 1.9191 -0.2315
N 1.4459 -0.2189 1.3804 0.1900
C 1.3362 -1.1665 2.2012 -0.1965
C 0.5747 -2.4475 1.9307 -0.2673
C -1.8793 -3.2339 1.9139 -0.1711
C -2.6014 -3.3319 3.1391 -0.0291
C -3.4232 -4.4370 3.3320 -0.0906
C -3.5502 -5.4663 2.3514 -0.1061
C -2.8838 -5.2972 1.1762 -0.1040
C -2.0233 -4.2369 0.9974 -0.0402
C 1.1185 -3.1625 0.7344 -0.2663
C 1.7478 -4.4369 0.6293 -0.0437
C 2.0083 -4.6236 -0.7555 -0.0554
C 1.5341 -3.4504 -1.4304 -0.2587
N 1.0599 -2.5978 -0.4836 0.0208
C 0.6207 0.1780 3.9471 -0.2400
C 1.4188 1.2868 3.2806 -0.1770
N 1.2941 1.8829 -1.1815 -0.0176
C 0.0900 2.5166 -4.4653 -0.1493
C -1.0011 2.1697 -5.3268 -0.0557
C -1.6893 3.1124 -5.9759 -0.1336
C -1.3511 4.4557 -5.8916 -0.1265
C -0.2953 4.8018 -5.0893 -0.1071
C 0.4283 3.8443 -4.3894 -0.0385
H 1.4781 -7.7526 -5.8749 0.0773
H 3.1681 -5.9176 -6.1873 0.0817
H 3.1778 -4.0125 -4.7984 0.1214
H -0.3098 -5.3548 -2.6763 0.1053
H -0.3222 -7.4349 -4.0996 0.0906
H 0.5575 -2.8066 -5.5633 0.1034
H 0.5452 -0.1995 -6.1336 0.0949
H 3.6555 1.7776 -3.4230 0.0992
H 4.4815 1.8120 -0.9338 0.0807
H 4.0517 2.5129 3.2076 0.1116
H 4.6532 4.8019 4.0776 0.0831
H 3.8488 6.8337 2.9320 0.0800
H 2.3071 6.5405 0.9659 0.0865
H 1.6308 4.3095 0.2784 0.1052
H -2.4239 -2.5805 3.8907 0.1047
H -4.0135 -4.4200 4.2989 0.1060
H -4.1870 -6.2904 2.5243 0.0729
H -3.0099 -5.8673 0.2492 0.1080
H -1.4845 -4.1106 0.0441 0.1288
H 1.9682 -5.1594 1.4334 0.0906
H 2.5211 -5.4917 -1.1977 0.0967
H 0.4933 0.4865 4.9951 0.1373
H 1.9315 2.0208 3.8308 0.0671
H -1.2309 1.1092 -5.4265 0.1036
H -2.5031 2.8228 -6.6615 0.1033
H -1.8697 5.2399 -6.3984 0.0797
H -0.0383 5.8368 -4.9254 0.0924
H 1.1763 4.1752 -3.6734 0.1157
N -2.6037 2.0001 2.1644 -0.1048
P -0.8831 1.9514 2.5893 1.1202
C -0.8942 2.7895 4.2055 -0.3457
C -1.6253 2.2745 5.2582 -0.1226
C -1.7754 2.9797 6.4546 -0.1010
C -0.9661 4.1009 6.6182 -0.1226
C -0.0865 4.5146 5.6049 -0.1066
C -0.1218 3.9646 4.3605 -0.0737
C -0.6645 0.1585 3.1168 -0.2563
C -1.3042 -0.7559 2.3556 -0.0615
C -0.9595 -2.0535 1.6784 -0.1704
C 0.7253 -3.2419 3.1748 -0.0301
C 1.1912 -2.5008 4.1597 -0.0095
C 1.5259 -1.0995 3.6934 -0.1524
C -3.0503 1.7801 0.8562 -0.3025
C -4.3757 1.5878 0.5624 -0.0880
C -4.7609 1.5865 -0.7569 -0.1540
C -3.9036 1.4008 -1.8050 -0.0705
C -2.5199 1.0293 -1.4147 -0.3328
N -2.1181 1.6807 -0.1742 0.0559
H -3.3280 1.8207 2.8325 0.0820
H -2.0626 1.2970 5.0526 0.0983
H -2.4823 2.7669 7.3221 0.1103
H -0.9663 4.7729 7.4589 0.0804
H 0.3949 5.4535 5.7277 0.0850
H 0.5526 4.2636 3.5899 0.0967
H -2.1426 -0.2992 1.8452 0.0879
H -1.0715 -1.7788 0.6172 0.0559
H 0.2696 -4.2490 3.3139 0.1377
H 1.2865 -2.7650 5.1590 0.0782
H 2.5742 -0.8213 3.9346 0.1550
H -5.0592 1.7050 1.3610 0.0808
H -5.7941 1.7290 -1.0631 0.0927
H -4.2188 1.5704 -2.8404 0.0963
H -1.8299 1.3506 -2.2113 0.1277
O -0.7584 3.5514 -0.1086 0.0635
C -0.8620 2.3661 -0.3167 -0.5803
N 0.0344 1.4703 -0.7582 0.0007
N -3.0739 -1.4137 -1.3779 0.0809
C -2.2070 -0.4638 -1.3307 -0.3208
H -4.0413 -1.0582 -1.5000 0.0398
```